# 1
{"formula": "C4H22N2O7", "method": "the ωB97M-V functional and the def2-TZVPD basis", "fmax_ha_per_bohr": 0.0360, "homo_energy_ev": -9.36, "spin_multiplicity": 1, "relative_energy_kj_mol": 219.6, "smiles": "CNCCNC=O.O.O.O.O.O.O", "symbols": ["O", "O", "O", "O", "O", "O", "O", "N", "N", "C", "C", "C", "C", "H", "H", "H", "H", "H", "H", "H", "H", "H", "H", "H", "H", "H", "H", "H", "H", "H", "H", "H", "H", "H", "H"], "xyz": [[-1.5172, -0.2274, -2.2021], [0.0220, 2.1047, -2.4298], [2.8976, 1.7733, 1.0037], [-2.2155, 2.1491, 1.7454], [1.0992, 3.2567, -0.2862], [-0.5624, -3.3495, -2.0017], [-1.7174, -2.6148, 2.2126], [-1.0590, -0.5883, 1.4471], [1.4634, -0.1629, -0.4178], [0.3626, -0.8393, 1.6764], [1.9034, -0.5469, -1.7530], [-1.9979, -1.5043, 1.8232], [1.0109, -1.3176, 0.3898], [1.8327, -2.0312, 0.4891], [2.2344, 0.3316, -2.3036], [0.8911, 1.6940, -2.4869], [2.6621, 0.8347, 0.8530], [-3.0147, -1.1304, 1.6286], [-1.2706, 0.3687, 1.1997], [1.1842, -1.1935, -2.2655], [-2.4433, 2.9283, 1.2293], [-0.8565, 0.4785, -2.3690], [1.8087, 2.6673, 0.0660], [-2.3955, 0.1262, -2.0850], [1.4475, 3.9432, -0.8301], [-2.8606, 2.1602, 2.4597], [3.0377, 1.8605, 1.9581], [-1.0386, -3.1374, -1.1828], [0.0125, 2.4593, -1.5025], [0.3372, -1.6181, 2.4504], [0.6847, 0.4807, -0.4700], [2.8018, -1.1716, -1.6872], [0.9395, -0.0368, 2.1364], [-0.8652, -2.5475, -2.4500], [0.3046, -1.8632, -0.2512]]}

# 2
{"formula": "C4H22N2O8", "method": "the ωB97M-V functional and the def2-TZVPD basis", "fmax_ha_per_bohr": 0.0491, "homo_energy_ev": -8.95, "spin_multiplicity": 1, "relative_energy_kj_mol": 119.3, "smiles": "Cc1c[nH]cn1.O.O.O.O.O.O.O.O", "symbols": ["O", "O", "O", "O", "O", "O", "O", "O", "N", "N", "C", "C", "C", "C", "H", "H", "H", "H", "H", "H", "H", "H", "H", "H", "H", "H", "H", "H", "H", "H", "H", "H", "H", "H", "H", "H"], "xyz": [[0.2329, 2.9450, 0.8648], [2.4981, 1.7577, -3.1032], [-1.0550, 0.3518, 3.3495], [0.5119, -3.9992, -0.5199], [-0.9531, 3.2438, -1.7176], [2.1012, -1.4978, 0.9454], [2.4285, 1.5840, 1.3220], [0.5369, -0.0587, -2.5775], [-1.3556, 0.3456, -0.6135], [-2.0910, -1.7090, -0.2683], [-2.1670, -0.6778, -1.0531], [-0.7860, -0.1088, 0.5354], [-0.9537, -2.3807, 1.8275], [-1.1930, -1.3839, 0.7650], [1.1337, -1.5578, 0.9125], [2.3502, 0.6284, 1.1795], [-0.3334, 3.0175, 1.6419], [2.3301, -1.9111, 1.7860], [0.9260, -0.6957, -1.9810], [2.1073, 0.8579, -3.2092], [1.2013, -3.3937, -0.2532], [-0.1043, 0.4948, 1.1056], [3.1813, 1.8203, 0.7672], [-0.5118, -3.3016, 1.4482], [-1.5667, 1.2853, -0.9397], [0.3546, 0.6932, -2.0093], [-0.2715, -3.6663, -0.9601], [-1.7943, -2.7889, 2.3985], [2.1762, 1.9007, -2.2033], [-0.1694, 2.9336, -2.1798], [-0.6859, 3.6051, -0.8618], [1.0817, 2.6685, 1.2688], [-0.3786, -1.8975, 2.6220], [-1.0319, 1.0038, 4.0650], [-1.9982, 0.4146, 3.1566], [-2.7638, -0.6074, -1.9465]]}

# 3
{"formula": "C4H22NO9S", "method": "the ωB97M-V functional and the def2-TZVPD basis", "fmax_ha_per_bohr": 0.1247, "homo_energy_ev": -6.27, "spin_multiplicity": 1, "relative_energy_kj_mol": 108.5, "total_charge": -1, "symbols": ["S", "O", "O", "O", "O", "O", "O", "O", "O", "O", "N", "C", "C", "C", "C", "H", "H", "H", "H", "H", "H", "H", "H", "H", "H", "H", "H", "H", "H", "H", "H", "H", "H", "H", "H", "H", "H"], "xyz": [[3.5163, -2.4678, -2.1403], [-0.9176, 1.3765, -0.5131], [-1.8094, -0.2231, -2.3822], [3.9342, 1.5416, 1.0719], [-3.3310, -1.7480, -0.2737], [1.2157, 1.8447, -0.0002], [-0.7522, 2.2694, 2.5993], [-0.9622, 3.8488, -1.6954], [-3.1744, 0.7872, 0.7057], [-1.7605, -3.0967, 1.5658], [0.5767, -0.6252, 1.5292], [1.8927, -0.8353, -0.7171], [0.3127, 1.0062, -0.2213], [2.3109, -2.1902, -0.7087], [0.5902, -0.5296, 0.1174], [-0.1779, 3.3838, -2.0533], [1.6487, -0.3930, -1.7691], [-2.7419, -0.4462, -2.1490], [3.0184, -2.5209, 0.0314], [1.3925, -2.8412, -0.7944], [-0.3689, -1.0316, -0.3797], [-1.2469, 3.1274, -1.0862], [-2.6034, -1.7760, -0.9941], [-2.0680, -2.2568, 2.0439], [0.4507, -1.4947, 2.1048], [3.2389, -1.6093, -3.1555], [-2.4718, -3.1431, 0.8508], [-3.1596, 1.0115, 1.6568], [3.9920, 2.0501, 1.8686], [-2.2671, 1.0425, 0.3092], [-0.1032, 1.7391, 1.9813], [3.1818, 1.6509, 0.6096], [1.4622, -0.3126, 1.8967], [-1.4668, 0.4601, -1.6180], [-3.2966, -0.7656, 0.0002], [-0.7560, 3.1387, 2.0981], [2.7009, 0.0287, -0.3896]]}

# 4
{"formula": "C4H23NO7", "method": "the ωB97M-V functional and the def2-TZVPD basis", "s2": 0.763, "fmax_ha_per_bohr": 0.0524, "homo_energy_ev": [-14.25, -14.25], "spin_multiplicity": 2, "relative_energy_kj_mol": 0.0, "total_charge": 1, "symbols": ["O", "O", "O", "O", "O", "O", "O", "N", "C", "C", "C", "C", "H", "H", "H", "H", "H", "H", "H", "H", "H", "H", "H", "H", "H", "H", "H", "H", "H", "H", "H", "H", "H", "H", "H"], "xyz": [[-3.2402, -1.3440, -2.1938], [2.7562, 2.6898, 0.2951], [3.6676, -0.2889, 0.0571], [0.8047, -1.1574, -3.1772], [-0.6968, 1.5025, -3.3902], [-0.5482, 2.8277, -0.4717], [1.4825, -2.4949, 3.0589], [0.7717, -0.6645, -0.3787], [-0.5765, -1.2290, -0.2069], [-2.1216, 0.6237, 2.8677], [-1.8865, 0.2903, 1.4315], [-1.1424, -0.8082, 1.0930], [-0.4166, -2.3152, -0.1931], [-2.4443, 0.8710, 0.7065], [-1.8446, 1.6585, 3.0523], [0.6704, -2.5310, 2.5281], [2.0514, 3.0786, 0.8342], [-0.1274, 1.9880, -0.5775], [4.3112, -0.2517, -0.6759], [0.9543, -1.3290, -2.2340], [-2.3721, -1.7492, -2.2881], [-3.2457, 0.4943, 2.8707], [-0.8896, -1.4150, 1.9556], [0.8376, 0.3462, -0.3597], [1.8862, -3.3227, 2.7616], [4.0939, 0.1221, 0.8321], [-1.5145, 2.8397, -0.4221], [-1.7553, -0.1776, 3.5145], [2.8085, 1.7695, 0.5525], [-0.5043, 2.2990, -2.8871], [1.3962, -0.4473, -3.4560], [-1.3024, -1.0052, -1.0039], [1.4339, -1.1353, 0.2339], [-0.2272, 0.7713, -2.9671], [-3.0703, -0.5062, -1.7622]]}

# 5
{"formula": "C4H24B2CuN8O4", "method": "the ωB97M-V functional and the def2-TZVPD basis", "s2": 0.753, "fmax_ha_per_bohr": 0.1473, "homo_energy_ev": [-7.49, -7.48], "spin_multiplicity": 2, "relative_energy_kj_mol": 1110.2, "symbols": ["Cu", "O", "O", "O", "O", "N", "N", "N", "N", "N", "N", "N", "N", "C", "C", "C", "C", "B", "B", "H", "H", "H", "H", "H", "H", "H", "H", "H", "H", "H", "H", "H", "H", "H", "H", "H", "H", "H", "H", "H", "H", "H", "H"], "xyz": [[0.6154, -0.0692, 0.6883], [0.6965, 3.2857, -1.9601], [-1.2369, -2.7217, 3.5963], [1.6176, -2.9678, -1.8378], [-3.2731, 0.1376, -1.0817], [3.1925, -4.5125, -2.4125], [0.1637, 5.0301, -3.1400], [3.0411, -2.6992, -3.5236], [-2.2166, -2.6118, 5.6634], [-1.7913, -4.5980, 4.7304], [2.2270, 4.7977, -2.7835], [-4.3246, 0.7857, -2.8968], [-5.5400, 0.3936, -1.2434], [-4.3033, 0.3778, -1.7077], [-1.7209, -3.2569, 4.5837], [2.5194, -3.3559, -2.5584], [1.0439, 4.3078, -2.5918], [4.2432, 0.0493, 1.0496], [-0.1108, 2.9250, 3.0879], [-6.2585, 0.4733, -1.9487], [3.6978, 0.3068, 0.1549], [2.1011, 5.6024, -3.3807], [-2.0716, -4.9716, 5.6260], [2.6554, -5.1996, -1.9031], [2.8065, 4.5187, -2.0047], [4.5755, 0.8989, 1.6257], [-5.8316, -0.0894, -0.4056], [0.4945, 5.4555, -3.9942], [-0.0966, 3.0500, 4.1596], [-0.7373, 2.0707, 2.8832], [3.9869, -2.9136, -3.8059], [-2.7235, -2.9675, 6.4612], [-3.4730, 1.0082, -3.3921], [-5.1741, 0.5909, -3.4073], [-1.5103, -5.1472, 3.9307], [5.0542, -0.6003, 0.7589], [-0.4158, 3.8399, 2.6039], [3.9785, -4.7411, -3.0041], [0.8819, 2.6873, 2.7380], [-2.1258, -1.6059, 5.6647], [2.5770, -1.8252, -3.7257], [3.5557, -0.4650, 1.7031], [-0.7894, 4.7266, -3.0000]]}

# 6
{"formula": "C4H24BF4O8", "method": "the ωB97M-V functional and the def2-TZVPD basis", "fmax_ha_per_bohr": 0.0435, "homo_energy_ev": -8.10, "spin_multiplicity": 1, "relative_energy_kj_mol": 211.9, "total_charge": -1, "symbols": ["F", "F", "F", "F", "O", "O", "O", "O", "O", "O", "O", "O", "C", "C", "C", "C", "B", "H", "H", "H", "H", "H", "H", "H", "H", "H", "H", "H", "H", "H", "H", "H", "H", "H", "H", "H", "H", "H", "H", "H", "H"], "xyz": [[-0.6209, 8.0705, 23.2324], [0.8022, 6.7195, 24.3178], [1.1113, 8.9169, 24.4445], [-0.5913, 7.8907, 25.5063], [0.2516, 13.6109, 24.3928], [-2.2340, 2.7430, 23.4454], [-2.6439, 4.8020, 30.5261], [1.2590, 7.2880, 18.7801], [4.5250, 4.8987, 26.9101], [4.3108, 3.8135, 19.0817], [2.5479, 11.1182, 28.3158], [-5.3846, 8.7071, 24.3786], [5.2560, 6.0798, 26.8224], [-1.4003, 4.2974, 30.0440], [-3.3836, 2.7341, 24.3232], [3.8401, 2.9659, 20.1009], [0.1718, 7.9361, 24.3506], [1.1440, 13.9572, 24.3892], [-0.6181, 5.0356, 30.2206], [3.7035, 3.5361, 21.0197], [3.6609, 4.5001, 18.9151], [3.0035, 11.6980, 27.7054], [-1.2024, 3.2735, 30.3614], [3.6749, 5.0423, 26.4879], [4.5030, 2.1314, 20.3298], [2.0320, 10.5380, 27.7559], [5.0265, 6.8133, 27.5952], [-4.9664, 8.8163, 25.2326], [-4.6796, 8.4123, 23.8021], [0.3576, 12.6761, 24.5694], [0.4169, 7.0072, 18.4220], [-3.5520, 3.7095, 24.7796], [-1.8252, 3.6114, 23.4647], [-2.7495, 5.7391, 30.3466], [4.9672, 6.4462, 25.8373], [-4.2334, 2.4960, 23.6835], [-3.3342, 2.0342, 25.1574], [1.0442, 7.6595, 19.6357], [-1.4477, 4.2342, 28.9569], [2.8976, 2.5375, 19.7599], [6.2832, 5.7341, 26.9385]]}